No. 1
Formula: C7H19NP
Source: the OMol25 dataset
Level of theory: the ωB97M-V functional and the def2-TZVPD basis

Computed properties:
E_tot, hartree: -673.75399
Max |F|, eV/Å: 5.0
HOMO level (alpha / beta), eV: -10.45 / -12.30
LUMO energy (alpha / beta), eV: -5.3 / -3.3
Charge: +1

```
28
Properties=species:S:1:pos:R:3:lowdin_charge:R:1
C 0.754 -0.431 -3.382 -0.104
C -1.601 -0.769 -1.688 -0.100
C 0.179 -1.773 1.664 -0.197
C 1.061 2.326 1.439 -0.315
C 0.557 0.513 -2.216 -0.262
C -0.581 0.233 -1.310 -0.105
C -0.148 -0.313 1.688 -0.457
N -1.255 0.123 2.884 0.135
P 1.392 0.642 2.137 0.906
H -0.052 -0.163 -4.126 0.101
H 1.766 -0.431 -3.776 0.080
H 0.561 -1.476 -3.133 0.070
H -2.522 -0.556 -0.955 0.120
H -1.957 -0.799 -2.656 0.045
H -1.086 -1.762 -1.351 0.119
H 0.779 -2.006 0.649 0.127
H -0.684 -2.466 1.498 0.085
H 0.874 -2.071 2.508 0.089
H 0.916 2.862 2.365 0.004
H 0.071 2.326 1.012 0.018
H 1.885 2.884 0.976 0.058
H 0.512 1.506 -2.580 0.107
H 1.521 0.485 -1.726 0.104
H -0.636 0.497 -0.279 0.013
H -2.065 0.318 2.244 0.159
H -0.918 0.922 3.450 0.126
H -1.397 -0.709 3.514 0.161
H 2.075 0.089 1.151 -0.089
```

=====

No. 2
Formula: C33H35MnN8O4S2
Source: the OMol25 dataset
Level of theory: the ωB97M-V functional and the def2-TZVPD basis

Computed properties:
E_tot, hartree: -3965.15871
Max |F|, eV/Å: 1.7
Spin multiplicity: 6
HOMO level (alpha / beta), eV: -4.55 / -4.58
LUMO energy (alpha / beta), eV: 2.6 / 2.6
Charge: -1

```
83
Properties=species:S:1:pos:R:3:lowdin_charge:R:1
Mn -0.156 2.335 0.527 0.789
C 0.117 2.857 4.717 -0.042
C 0.217 3.026 3.237 -0.335
N 0.858 2.254 2.446 -0.114
N 1.532 1.167 2.835 0.000
C 2.355 0.770 1.846 -0.913
N 2.961 -0.427 2.107 0.065
S 2.755 1.605 0.422 0.579
C -0.376 4.219 2.568 -0.227
C -1.156 5.140 3.262 -0.013
C -1.578 6.290 2.615 -0.062
C -1.215 6.504 1.295 -0.060
C -0.462 5.522 0.664 -0.113
N -0.049 4.427 1.281 0.052
H 0.860 2.124 5.027 0.066
H -0.872 2.474 4.986 0.073
H 0.283 3.794 5.251 0.072
H 2.402 -1.034 2.688 0.081
H 3.327 -0.872 1.281 0.059
H -1.441 4.944 4.285 0.106
H -2.194 7.005 3.146 0.104
H -1.522 7.386 0.751 0.098
H -0.191 5.603 -0.382 0.115
O -3.226 2.268 -2.279 0.007
C -2.191 2.476 -1.644 -0.641
O -2.065 2.786 -0.422 -0.126
C -0.879 2.401 -2.439 -0.183
C -0.874 2.005 -3.771 -0.001
C 0.323 2.033 -4.463 -0.064
C 1.473 2.470 -3.818 -0.067
C 1.384 2.821 -2.482 -0.155
N 0.235 2.774 -1.811 0.077
H -1.807 1.692 -4.215 0.114
H 0.364 1.717 -5.499 0.101
H 2.427 2.515 -4.326 0.098
H 2.256 3.121 -1.913 0.073
C -5.086 -0.661 2.304 -0.073
N -3.735 -1.151 2.242 -0.168
C -3.445 -2.557 2.457 -0.132
C -1.918 -2.588 2.374 -0.138
N -1.583 -1.204 2.694 0.042
C -2.634 -0.385 2.462 -0.805
S -2.576 1.278 2.431 0.703
H -5.578 -1.004 3.222 0.085
H -5.661 -1.012 1.445 0.087
H -5.057 0.426 2.291 0.042
H -3.915 -3.173 1.688 0.120
H -3.822 -2.879 3.437 0.116
H -1.567 -2.848 1.374 0.103
H -1.473 -3.279 3.088 0.114
H -0.653 -0.864 2.476 0.105
C 5.526 -4.070 -1.047 -0.065
C 4.356 -3.178 -1.371 -0.247
C 4.576 -1.825 -1.605 -0.072
C 3.512 -0.987 -1.889 -0.107
C 2.223 -1.477 -1.973 -0.016
C 1.988 -2.833 -1.746 -0.195
N 0.714 -3.402 -1.815 0.092
C -0.486 -2.727 -2.104 -0.194
C -1.307 -3.240 -3.108 -0.039
C -2.537 -2.666 -3.386 -0.105
C -2.952 -1.543 -2.686 -0.083
C -2.131 -1.021 -1.698 -0.014
C -0.906 -1.602 -1.380 -0.066
C -0.158 -1.009 -0.188 -0.629
O 0.420 -1.776 0.593 0.005
O -0.292 0.244 -0.076 -0.111
C 3.057 -3.686 -1.422 -0.174
C 2.762 -5.130 -1.116 -0.050
H 6.462 -3.521 -1.153 0.068
H 5.572 -4.940 -1.706 0.076
H 5.480 -4.446 -0.021 0.079
H 5.582 -1.428 -1.537 0.100
H 3.678 0.072 -2.030 0.074
H 1.407 -0.803 -2.197 0.111
H 0.708 -4.365 -2.102 0.111
H -0.967 -4.103 -3.672 0.102
H -3.160 -3.089 -4.166 0.093
H -3.893 -1.058 -2.910 0.102
H -2.437 -0.142 -1.147 0.110
H 1.881 -5.212 -0.475 0.083
H 3.589 -5.614 -0.601 0.062
H 2.564 -5.717 -2.022 0.084
```

=====

No. 3
Formula: C31H57BaN2O2P2S
Source: the OMol25 dataset
Level of theory: the ωB97M-V functional and the def2-TZVPD basis

Computed properties:
E_tot, hartree: -2581.60887
Max |F|, eV/Å: 3.6
HOMO level, eV: -8.88
LUMO energy, eV: -2.5
Charge: +1

```
96
Properties=species:S:1:pos:R:3:lowdin_charge:R:1
C 2.357 -1.326 -1.592 -0.328
C 1.309 0.551 -2.454 -0.320
C 3.308 -1.306 -2.616 -0.027
C 2.153 0.558 -3.573 -0.036
C 3.172 -0.388 -3.652 -0.034
H 4.094 -2.059 -2.601 0.118
H 2.009 1.298 -4.363 0.117
H 3.824 -0.418 -4.520 0.116
N 1.427 -0.363 -1.462 0.085
P 0.671 -2.726 0.112 0.978
P 0.042 2.617 -0.808 1.042
C 2.340 -2.508 -0.605 -0.269
H 2.657 -3.436 -1.110 0.089
H 3.070 -2.341 0.204 0.090
C -3.364 0.004 2.825 0.003
O -4.258 -0.305 3.480 0.065
C 0.166 1.548 -2.403 -0.300
H 0.299 2.271 -3.222 0.071
C -1.565 3.620 -1.007 -0.673
C 1.535 3.764 -0.736 -0.681
C -0.263 -3.767 -1.162 -0.681
C 0.887 -3.562 1.786 -0.705
C -2.694 2.803 -0.339 -0.135
H -2.464 2.553 0.714 0.042
H -3.612 3.410 -0.339 0.093
H -2.914 1.874 -0.887 0.042
C -1.465 4.990 -0.319 -0.091
H -1.191 4.910 0.741 0.077
H -0.765 5.669 -0.825 0.067
H -2.458 5.462 -0.367 0.094
C -1.885 3.817 -2.489 -0.082
H -2.840 4.359 -2.574 0.102
H -1.114 4.396 -3.017 0.082
H -2.022 2.853 -2.989 0.043
C 1.545 4.475 0.646 -0.103
H 1.177 3.823 1.454 0.038
H 2.580 4.753 0.899 0.088
H 0.959 5.400 0.650 0.064
C 2.813 2.902 -0.822 -0.092
H 2.825 2.123 -0.047 0.072
H 2.917 2.424 -1.804 0.071
H 3.686 3.559 -0.667 0.093
C 1.523 4.779 -1.896 -0.079
H 0.988 4.418 -2.784 0.063
H 1.096 5.746 -1.597 0.074
H 2.565 4.968 -2.204 0.088
C -0.515 -3.861 2.360 -0.088
H -0.397 -4.261 3.377 0.094
H -1.149 -2.960 2.441 0.063
H -1.069 -4.609 1.775 0.071
C 1.635 -2.581 2.709 -0.119
H 2.625 -2.318 2.313 0.080
H 1.101 -1.639 2.888 0.033
H 1.786 -3.064 3.686 0.095
C 1.747 -4.823 1.671 -0.094
H 2.688 -4.622 1.141 0.083
H 1.994 -5.156 2.689 0.090
H 1.237 -5.656 1.180 0.060
C 0.177 -3.396 -2.588 -0.085
H 1.215 -3.697 -2.790 0.085
H -0.471 -3.931 -3.303 0.102
H 0.073 -2.317 -2.774 0.058
C -1.763 -3.435 -0.996 -0.106
H -1.979 -2.387 -1.283 0.039
H -2.341 -4.096 -1.665 0.096
H -2.123 -3.605 0.037 0.066
C 0.016 -5.259 -0.946 -0.098
H 1.094 -5.475 -0.989 0.083
H -0.404 -5.637 -0.003 0.068
H -0.463 -5.821 -1.763 0.094
Ba -0.775 -0.013 0.706 1.463
N -1.731 0.067 -1.657 -0.168
C -1.221 0.626 -2.630 -0.431
C -1.770 0.488 -4.121 -0.542
C -1.186 1.508 -5.076 -0.072
C -1.354 -0.874 -4.660 -0.064
C -3.310 0.587 -4.097 -0.042
H -1.389 2.534 -4.766 0.069
H -0.109 1.348 -5.189 0.069
H -1.655 1.363 -6.056 0.095
H -1.709 -1.690 -4.022 0.072
H -1.781 -1.010 -5.662 0.095
H -0.264 -0.941 -4.754 0.079
H -3.668 1.264 -4.884 0.083
H -3.753 -0.402 -4.273 0.082
H -3.683 0.953 -3.132 0.065
C 0.367 1.749 4.232 -0.241
S 1.801 1.567 3.146 0.871
C 2.818 0.593 4.267 -0.240
O 1.344 0.537 2.089 -0.832
H 0.671 2.268 5.151 0.071
H -0.046 0.756 4.458 0.065
H -0.375 2.362 3.702 0.055
H 2.291 -0.313 4.593 0.062
H 3.737 0.331 3.730 0.068
H 3.063 1.233 5.122 0.066
```

=====

No. 4
Formula: C19H25BrFN7O2Tl
Source: the OMol25 dataset
Level of theory: the ωB97M-V functional and the def2-TZVPD basis

Computed properties:
E_tot, hartree: -4119.12163
Max |F|, eV/Å: 4.5
HOMO level, eV: -3.46
LUMO energy, eV: 2.3
Charge: -1

```
56
Properties=species:S:1:pos:R:3:lowdin_charge:R:1
Tl -16.771 -4.267 2.514 0.820
N -19.119 -7.283 4.616 -0.020
N -20.128 -6.418 4.811 -0.087
C -20.078 -5.078 4.349 -0.752
O -21.078 -4.370 4.533 -0.056
O -18.954 -4.783 3.822 -0.237
H -19.015 -8.017 5.333 0.081
H -18.265 -6.699 4.571 0.053
H -20.983 -6.685 5.281 0.121
C -12.546 -8.282 -0.134 -0.042
C -13.306 -7.054 -0.585 -0.244
C -12.708 -6.018 -1.291 -0.051
C -13.430 -4.930 -1.670 -0.126
C -14.811 -4.951 -1.412 -0.753
Br -15.829 -3.529 -2.129 0.749
N -15.412 -5.919 -0.750 0.058
C -14.667 -6.941 -0.301 -0.073
H -11.785 -8.523 -0.878 0.075
H -13.249 -9.111 -0.075 0.079
H -12.082 -8.177 0.827 0.073
H -11.637 -6.080 -1.541 0.124
H -12.994 -4.088 -2.197 0.094
H -15.226 -7.668 0.276 0.113
F -14.257 -10.176 3.772 -0.005
C -14.830 -8.938 3.602 -0.289
C -14.139 -7.789 4.021 -0.042
C -14.809 -6.538 3.956 -0.169
C -16.021 -6.483 3.312 -0.383
C -16.675 -7.581 2.830 -0.199
C -16.114 -8.866 3.047 -0.031
H -13.125 -7.867 4.395 0.092
H -14.333 -5.636 4.327 0.072
H -17.639 -7.499 2.338 0.084
H -16.620 -9.769 2.749 0.096
C -19.678 -2.090 2.088 -0.193
N -18.630 -2.511 1.147 -0.200
C -19.275 -3.060 -0.041 -0.176
N -20.169 -2.067 -0.692 -0.092
C -21.193 -1.701 0.300 -0.175
N -20.595 -1.130 1.502 -0.082
C -19.775 0.040 1.112 -0.179
N -18.728 -0.291 0.143 -0.087
C -17.872 -1.325 0.753 -0.223
C -19.381 -0.897 -1.037 -0.191
H -19.142 -1.654 2.930 0.128
H -20.233 -2.964 2.418 0.110
H -19.890 -3.912 0.309 0.139
H -18.503 -3.426 -0.706 0.078
H -21.759 -2.596 0.538 0.125
H -21.854 -0.962 -0.146 0.115
H -19.299 0.448 2.007 0.120
H -20.483 0.780 0.722 0.117
H -17.401 -0.879 1.636 0.115
H -17.088 -1.620 0.037 0.091
H -18.619 -1.202 -1.773 0.117
H -20.029 -0.156 -1.530 0.119
```

=====

> Look up the charge of the third one.

+1